Record 1
Density functional theory data (the ωB97M-V functional and the def2-TZVPD basis) for a gas-phase ion, C2H7N2O (charge +1) at a distorted geometry.

Results
HOMO-LUMO gap   11.650 eV
Net charge   +1
HOMO energy   -15.2 eV
Spin multiplicity   1
E   -264.826557 Eh
Lowest unoccupied orbital energy   -3.6 eV
ΔE to the lowest compared entry with this formula, charge and spin   65.7 kcal/mol
SMILES   N[C@]1([NH3+])CO1

Geometry (Å):
N -0.69812 -1.29873 0.25562
C 0.10831 -0.13818 0.02780
N -0.90617 0.92462 0.25343
C 1.40254 0.26177 -0.54824
O 1.21495 0.14065 0.79952
H -0.14139 -1.96631 0.81106
H -1.12162 -1.78971 -0.56713
H -1.55486 0.59041 0.94200
H -1.41228 1.13969 -0.51525
H -0.37683 1.70110 0.60663
H 1.96439 -0.66992 -0.80797
H 1.52109 1.10460 -1.25749

---

Record 2
Density functional theory data (the ωB97M-V functional and the def2-TZVPD basis) for 17 unconnected molecules or ions with the total composition H32NO19 at a distorted geometry.

Results
HOMO-LUMO gap   9.379 eV
Net charge   -1
HOMO energy   -7.1 eV
Spin multiplicity   1
E   -1503.474659 Eh
Lowest unoccupied orbital energy   2.3 eV
ΔE to the lowest compared entry with this formula, charge and spin   32.3 kcal/mol

Geometry (Å):
N -0.54502 -0.17769 -0.07896
O -1.24602 0.64531 0.55204
O -0.62802 -0.19869 -1.33196
O 0.56798 -0.55369 0.39804
O 3.83598 -1.15269 -0.18296
H 3.27998 -0.67969 -0.83396
H 3.26898 -1.78169 0.24104
O 2.75798 -0.37769 2.53804
H 2.47898 0.21231 1.81104
H 3.74398 -0.34669 2.53704
O -1.18202 3.50731 -0.08896
H -0.84302 3.76831 -0.91296
H -0.65602 2.70131 0.01404
O -2.35902 -2.22569 -0.17596
H -2.33102 -2.84569 0.55704
H -3.13702 -2.47069 -0.68096
O -2.88802 0.55831 3.63604
H -3.08602 -0.14069 4.22804
H -2.75802 0.22431 2.74304
O 0.39698 2.42431 2.70904
H -0.03602 1.61331 3.00204
H -0.32402 3.01131 2.86004
O -0.15202 -0.14969 3.03904
H 0.72798 0.05331 3.31404
H -0.11402 -0.09869 2.08704
O -1.41002 -2.94869 -2.59496
H -1.39402 -2.09169 -3.06096
H -1.56902 -2.79469 -1.68296
O 2.06698 0.09931 -1.55796
H 2.34998 0.88831 -1.18696
H 1.54198 -0.16569 -0.72596
O 1.11198 -0.24369 -4.28996
H 1.13698 0.62431 -4.79396
H 1.40598 0.06531 -3.42096
O 1.01098 -2.86269 -1.25496
H 0.66698 -1.96469 -1.03996
H 0.29598 -3.20169 -1.74496
O 2.40798 -2.78469 1.47404
H 2.50198 -1.91069 1.93604
H 1.50198 -2.79369 1.20404
O -3.40202 2.02231 1.00004
H -2.87002 1.22931 0.91604
H -2.96602 2.54031 0.31104
O -0.12302 2.13531 -2.85796
H -0.74302 1.99031 -3.53896
H -0.26102 1.33731 -2.34196
O 2.30398 1.78131 0.93404
H 1.65898 2.05931 1.55904
H 2.99798 2.34431 1.24704
O -3.31302 -0.07569 -2.01696
H -3.20702 -0.47669 -2.83796
H -2.47602 -0.32169 -1.61296